Entry 1:
{"formula": "C22H24FN3O3S", "method": "ωB97M-V/def2-TZVPD", "symbols": ["O", "S", "O", "N", "C", "C", "C", "C", "C", "C", "O", "N", "C", "C", "N", "C", "C", "C", "C", "C", "C", "F", "C", "C", "C", "C", "C", "C", "C", "C", "H", "H", "H", "H", "H", "H", "H", "H", "H", "H", "H", "H", "H", "H", "H", "H", "H", "H", "H", "H", "H", "H", "H", "H"], "positions_angstrom": [[-1.84, -0.64, 1.18], [-1.61, 0.72, 0.78], [-1.09, 1.64, 1.76], [-0.65, 0.71, -0.58], [0.33, 1.77, -0.70], [1.76, 1.21, -0.83], [2.79, 2.25, -0.48], [2.93, 3.09, 0.59], [4.14, 3.79, 0.38], [4.65, 3.33, -0.79], [3.84, 2.39, -1.32], [1.87, -0.02, -0.05], [1.85, 0.10, 1.39], [1.34, -1.25, 1.95], [1.62, -2.32, 1.02], [0.58, -2.99, 0.42], [-0.54, -3.36, 1.19], [-1.60, -4.05, 0.66], [-1.61, -4.44, -0.67], [-0.51, -4.12, -1.45], [0.54, -3.42, -0.92], [1.56, -3.13, -1.78], [2.91, -2.15, 0.40], [2.96, -0.88, -0.47], [-3.13, 1.39, 0.11], [-3.41, 2.73, 0.25], [-4.56, 3.24, -0.32], [-5.42, 2.40, -1.01], [-5.12, 1.05, -1.15], [-3.97, 0.54, -0.58], [-0.21, -0.20, -0.68], [0.10, 2.38, -1.58], [0.24, 2.40, 0.19], [1.93, 0.92, -1.87], [2.26, 3.20, 1.41], [4.57, 4.54, 1.02], [5.54, 3.57, -1.33], [2.84, 0.34, 1.79], [1.16, 0.89, 1.69], [0.26, -1.18, 2.10], [1.82, -1.46, 2.92], [-0.55, -3.09, 2.23], [-2.44, -4.30, 1.30], [-2.44, -4.98, -1.09], [-0.47, -4.41, -2.49], [3.17, -3.03, -0.18], [3.64, -2.07, 1.22], [3.95, -0.39, -0.35], [2.82, -1.12, -1.52], [-2.72, 3.35, 0.81], [-4.80, 4.29, -0.22], [-6.32, 2.80, -1.45], [-5.80, 0.40, -1.69], [-3.71, -0.51, -0.65]], "lowdin_charge": [-0.280, 0.666, -0.301, -0.097, -0.168, -0.220, -0.233, -0.019, -0.056, -0.119, 0.049, -0.140, -0.135, -0.119, -0.088, -0.168, -0.035, -0.093, -0.100, -0.026, -0.195, 0.032, -0.126, -0.142, -0.277, -0.058, -0.070, -0.077, -0.067, -0.057, 0.101, 0.129, 0.099, 0.159, 0.113, 0.100, 0.119, 0.127, 0.099, 0.086, 0.126, 0.115, 0.104, 0.098, 0.115, 0.123, 0.124, 0.125, 0.114, 0.112, 0.106, 0.104, 0.107, 0.115], "e_above_lowest_kcal_mol": 78.5, "homo_ha": -0.2774, "e_tot_ha": -1740.72724, "smiles": "O=S(=O)(NC[C@@H](c1ccco1)N1CCN(c2ccccc2F)CC1)c1ccccc1"}


Entry 2:
{"formula": "C22H24FSi", "method": "ωB97M-V/def2-TZVPD", "symbols": ["F", "C", "C", "C", "C", "C", "C", "C", "C", "C", "C", "C", "C", "C", "H", "H", "H", "H", "H", "H", "H", "H", "H", "H", "C", "Si", "C", "H", "C", "C", "C", "C", "C", "C", "C", "H", "H", "H", "H", "H", "H", "H", "H", "H", "H", "H", "H", "H"], "positions_angstrom": [[-4.26, -8.29, 3.64], [-4.86, -7.05, 3.61], [-5.95, -6.88, 2.77], [-6.45, -5.58, 2.60], [-5.97, -4.56, 3.39], [-5.00, -4.76, 4.40], [-4.89, -3.67, 5.40], [-3.90, -3.55, 6.48], [-4.04, -2.44, 7.33], [-3.27, -2.29, 8.47], [-2.43, -3.30, 8.90], [-2.20, -4.41, 8.05], [-2.89, -4.47, 6.82], [-4.35, -6.01, 4.40], [-6.40, -7.71, 2.22], [-7.21, -5.38, 1.83], [-6.35, -3.53, 3.23], [-5.96, -3.42, 5.81], [-4.80, -1.67, 7.11], [-3.36, -1.39, 9.08], [-1.97, -3.27, 9.91], [-1.55, -5.19, 8.37], [-2.66, -5.32, 6.18], [-3.47, -6.23, 4.98], [-4.80, -0.86, 2.60], [-5.38, -1.04, 4.33], [-7.18, -1.19, 4.37], [-4.66, -2.37, 4.94], [-4.94, 0.47, 5.32], [-5.77, 1.62, 5.23], [-5.51, 2.73, 6.04], [-4.41, 2.76, 6.90], [-3.99, 3.98, 7.70], [-3.62, 1.60, 7.00], [-3.83, 0.50, 6.15], [-3.72, -0.64, 2.61], [-4.97, -1.81, 2.07], [-5.32, -0.04, 2.09], [-7.55, -1.56, 5.34], [-7.53, -0.16, 4.21], [-7.61, -1.84, 3.61], [-6.61, 1.61, 4.51], [-6.20, 3.60, 5.95], [-3.12, 3.75, 8.28], [-3.71, 4.82, 7.06], [-4.75, 4.35, 8.40], [-2.83, 1.55, 7.72], [-3.13, -0.34, 6.16]], "lowdin_charge": [0.061, -0.213, 0.026, -0.050, -0.050, -0.175, -0.030, -0.231, -0.069, -0.062, -0.050, -0.030, 0.005, 0.077, 0.134, 0.133, 0.088, 0.173, 0.110, 0.117, 0.125, 0.105, 0.090, 0.096, -0.157, 0.687, -0.167, 0.069, -0.287, -0.070, -0.029, -0.244, -0.040, -0.020, -0.112, 0.052, 0.039, 0.061, 0.058, 0.044, 0.044, 0.101, 0.132, 0.070, 0.091, 0.088, 0.105, 0.104], "e_above_lowest_kcal_mol": 14.3, "homo_ha": -0.4416, "e_tot_ha": -1241.77247, "total_charge": 1}


Entry 3:
{"formula": "C22H24N2O3S2", "method": "ωB97M-V/def2-TZVPD", "symbols": ["C", "C", "C", "C", "C", "C", "C", "C", "C", "C", "N", "C", "O", "C", "N", "S", "O", "O", "C", "C", "C", "C", "S", "C", "C", "C", "C", "C", "C", "H", "H", "H", "H", "H", "H", "H", "H", "H", "H", "H", "H", "H", "H", "H", "H", "H", "H", "H", "H", "H", "H", "H", "H"], "positions_angstrom": [[-1.48, -4.23, -0.07], [-0.75, -3.36, 0.96], [-1.71, -2.43, 1.65], [-2.56, -2.94, 2.63], [-3.45, -2.12, 3.29], [-3.50, -0.77, 3.00], [-2.67, -0.22, 2.04], [-2.69, 1.24, 1.66], [-3.71, 2.09, 2.40], [-1.78, -1.07, 1.36], [-0.91, -0.48, 0.40], [-1.02, -0.64, -0.93], [-1.78, -1.42, -1.48], [-0.13, 0.29, -1.77], [-0.28, 1.70, -1.42], [0.58, 2.47, -0.24], [0.86, 1.62, 0.89], [-0.12, 3.69, -0.01], [2.12, 2.82, -1.02], [3.37, 2.53, -0.56], [4.38, 2.98, -1.43], [3.87, 3.61, -2.52], [2.16, 3.67, -2.51], [1.34, -0.05, -1.78], [2.08, 0.30, -2.91], [3.44, 0.08, -2.97], [4.09, -0.52, -1.90], [3.36, -0.89, -0.78], [2.00, -0.65, -0.72], [-1.93, -3.60, -0.83], [-0.79, -4.92, -0.54], [-2.27, -4.81, 0.41], [-0.28, -4.01, 1.71], [0.03, -2.80, 0.45], [-2.51, -3.99, 2.87], [-4.10, -2.53, 4.05], [-4.20, -0.14, 3.53], [-1.69, 1.66, 1.84], [-2.88, 1.31, 0.59], [-3.64, 3.12, 2.05], [-4.72, 1.74, 2.21], [-3.52, 2.09, 3.47], [-0.32, 0.27, 0.74], [-0.50, 0.19, -2.80], [-1.21, 2.07, -1.51], [3.53, 2.00, 0.36], [5.43, 2.85, -1.25], [4.41, 4.05, -3.34], [1.58, 0.77, -3.75], [4.00, 0.36, -3.85], [5.15, -0.70, -1.94], [3.86, -1.36, 0.06], [1.45, -0.95, 0.17]], "lowdin_charge": [-0.086, -0.188, -0.162, -0.042, -0.072, -0.039, -0.145, -0.193, -0.103, -0.125, 0.126, -0.433, 0.089, -0.196, -0.072, 0.607, -0.287, -0.279, -0.619, -0.139, -0.169, -0.381, 1.052, -0.194, -0.054, -0.080, -0.085, -0.069, -0.036, 0.057, 0.071, 0.070, 0.114, 0.091, 0.114, 0.102, 0.100, 0.106, 0.118, 0.073, 0.077, 0.076, 0.084, 0.158, 0.124, 0.121, 0.109, 0.068, 0.117, 0.110, 0.106, 0.108, 0.101], "e_above_lowest_kcal_mol": 2.1, "homo_ha": -0.3238, "e_tot_ha": -1984.35765, "smiles": "CCc1cccc(CC)c1NC(=O)[C@@H](NS(=O)(=O)c1cccs1)c1ccccc1"}


Entry 4:
{"formula": "C22H24N2O4", "method": "ωB97M-V/def2-TZVPD", "symbols": ["C", "C", "O", "C", "C", "C", "C", "C", "C", "C", "C", "C", "C", "C", "O", "N", "C", "C", "C", "C", "C", "O", "C", "C", "N", "O", "C", "C", "H", "H", "H", "H", "H", "H", "H", "H", "H", "H", "H", "H", "H", "H", "H", "H", "H", "H", "H", "H", "H", "H", "H", "H"], "positions_angstrom": [[7.74, 4.19, 2.76], [6.56, 3.59, 2.01], [5.76, 2.90, 2.96], [4.64, 2.27, 2.55], [4.18, 2.23, 1.24], [3.01, 1.55, 0.93], [2.28, 0.90, 1.93], [1.06, 0.20, 1.60], [0.16, -0.50, 2.36], [-0.82, -0.94, 1.44], [-2.03, -1.77, 1.71], [-1.74, -3.27, 1.55], [-1.29, -3.66, 0.14], [-2.38, -3.39, -0.88], [-3.23, -4.22, -1.15], [-2.29, -2.15, -1.42], [-3.12, -1.53, -2.35], [-4.18, -2.17, -2.98], [-4.95, -1.47, -3.90], [-4.68, -0.15, -4.19], [-3.62, 0.50, -3.56], [-3.43, 1.80, -3.91], [-2.36, 2.50, -3.32], [-2.84, -0.19, -2.65], [-0.51, -0.53, 0.23], [0.65, 0.17, 0.31], [2.75, 0.95, 3.24], [3.91, 1.62, 3.55], [8.39, 4.72, 2.07], [7.39, 4.88, 3.52], [8.32, 3.40, 3.25], [5.98, 4.38, 1.53], [6.92, 2.88, 1.25], [4.72, 2.72, 0.44], [2.66, 1.52, -0.08], [0.17, -0.68, 3.41], [-2.36, -1.58, 2.73], [-2.83, -1.48, 1.03], [-0.96, -3.56, 2.27], [-2.65, -3.82, 1.80], [-0.37, -3.13, -0.12], [-1.08, -4.74, 0.14], [-1.56, -1.54, -1.05], [-4.39, -3.20, -2.75], [-5.77, -1.97, -4.38], [-5.28, 0.40, -4.90], [-2.40, 3.51, -3.74], [-2.48, 2.57, -2.23], [-1.40, 2.05, -3.55], [-2.02, 0.28, -2.14], [2.20, 0.45, 4.03], [4.28, 1.67, 4.56]], "lowdin_charge": [-0.063, -0.259, -0.043, -0.264, -0.004, -0.004, -0.161, -0.205, 0.062, -0.285, -0.124, -0.170, -0.105, -0.475, 0.069, 0.128, -0.210, -0.023, -0.077, -0.023, -0.277, -0.085, -0.095, 0.037, 0.087, 0.028, -0.012, 0.009, 0.077, 0.078, 0.078, 0.127, 0.127, 0.106, 0.120, 0.114, 0.121, 0.120, 0.115, 0.119, 0.110, 0.122, 0.085, 0.096, 0.105, 0.112, 0.091, 0.095, 0.095, 0.098, 0.113, 0.121], "e_above_lowest_kcal_mol": 68.7, "homo_ha": -0.2893, "e_tot_ha": -1263.18759, "smiles": "CCOc1ccc(-c2cc(CCCC(=O)Nc3cccc(OC)c3)no2)cc1"}